1.
14
Properties=species:S:1:pos:R:3:forces:R:3 method="wB97M-V/def2-TZVPD" energy_ev=-13580.8033 smiles=C[C@@H]1P[C@H]1C relative_energy_ev=0.496 molar_mass_g_mol=88.09 e_homo_ev=-9.046 homo_lumo_gap_ev=10.2
C -0.158 0.106 -0.755 0.04 0.05 0.04
C 0.475 0.327 0.608 1.31 -1.22 -2.43
C -0.432 -1.264 -1.325 1.00 -0.50 3.09
C -0.379 1.043 1.619 0.31 0.46 2.08
P 1.367 1.093 -0.931 1.10 -1.13 0.45
H -1.055 0.703 -0.738 -0.19 0.56 -0.59
H 1.186 -0.543 0.815 -1.43 1.26 0.77
H 0.427 -1.908 -1.034 -0.44 0.17 -0.47
H -0.687 -1.419 -2.331 -0.19 0.35 -1.41
H -1.254 -1.579 -0.681 -0.28 -0.63 -0.31
H -0.832 2.081 1.395 1.21 -1.58 -0.09
H 0.198 1.083 2.611 -0.90 0.34 -1.34
H -1.248 0.397 1.826 0.14 0.16 -0.01
H 2.391 -0.122 -1.078 -1.66 1.71 0.22

---

2.
72
Properties=species:S:1:pos:R:3:forces:R:3 method="wB97M-V/def2-TZVPD" energy_ev=-149161.5371 charge=+1 relative_energy_ev=0.113 molar_mass_g_mol=820.67 multiplicity=6 e_homo_ev="-9.503 / -11.187" homo_lumo_gap_ev="5.9 / 6.1"
Ru 1.676 -1.200 -0.403 -0.23 0.80 0.57
S 1.253 -0.088 1.680 0.14 -0.08 0.01
C 0.171 1.262 1.461 0.04 -0.15 -0.29
N -0.578 1.667 2.498 -0.20 0.18 0.36
C -1.679 2.592 2.228 0.08 -0.19 0.09
C -1.218 3.634 1.246 0.07 -0.01 -0.21
N -0.713 2.971 0.045 -0.17 0.25 -0.09
C -1.150 3.506 -1.251 0.08 -0.06 0.11
C -2.628 3.286 -1.449 -0.05 -0.02 0.02
C -3.504 4.359 -1.538 -0.05 0.00 -0.02
C -4.870 4.140 -1.692 0.05 0.00 0.01
C -5.360 2.846 -1.750 0.04 -0.04 0.00
C -4.486 1.766 -1.659 -0.01 0.05 -0.01
C -3.126 1.986 -1.511 -0.02 -0.03 0.02
C 0.033 1.865 0.189 -0.01 -0.24 0.14
S 0.836 1.153 -1.165 0.24 -0.01 -0.06
C -0.570 1.051 3.835 -0.05 0.00 -0.19
C -1.847 0.285 4.083 -0.03 -0.03 0.01
C -2.170 -0.803 3.275 -0.03 -0.03 -0.05
C -3.357 -1.490 3.473 0.02 0.01 0.01
C -4.229 -1.100 4.484 0.02 -0.01 -0.02
C -3.911 -0.022 5.294 0.08 0.04 -0.01
C -2.721 0.671 5.089 -0.06 -0.02 0.04
H -1.985 3.046 3.169 0.02 0.03 0.03
H -2.533 2.040 1.824 -0.03 -0.02 0.01
H -0.431 4.257 1.678 0.01 0.02 0.01
H -2.054 4.270 0.964 0.00 0.00 -0.04
H -0.579 3.012 -2.032 0.04 -0.02 -0.01
H -0.908 4.569 -1.288 -0.01 0.04 0.04
H -3.119 5.373 -1.494 -0.02 -0.03 0.00
H -5.547 4.982 -1.763 0.02 -0.02 0.00
H -6.423 2.674 -1.867 0.01 0.00 0.00
H -4.867 0.754 -1.710 0.00 0.02 0.00
H -2.444 1.143 -1.443 -0.03 0.04 -0.01
H -0.456 1.850 4.568 -0.02 0.05 0.00
H 0.301 0.406 3.916 0.02 -0.02 -0.03
H -1.490 -1.113 2.487 -0.02 0.01 0.02
H -3.601 -2.335 2.841 0.01 0.02 0.01
H -5.154 -1.641 4.640 0.02 0.02 -0.01
H -4.586 0.284 6.083 0.03 0.00 -0.02
H -2.471 1.515 5.725 -0.02 -0.02 -0.02
O -1.478 -3.584 -0.887 -0.22 -0.09 -0.01
C -0.390 -3.100 -0.881 -0.06 0.68 0.23
O -0.142 -1.828 -0.487 0.07 -0.66 -0.31
C 0.834 -3.828 -1.332 0.35 0.16 0.03
C 0.820 -5.114 -1.812 -0.09 -0.15 -0.03
C 2.019 -5.667 -2.238 0.01 -0.06 -0.02
C 3.181 -4.913 -2.173 0.04 -0.07 -0.03
C 3.121 -3.627 -1.675 -0.25 0.05 0.11
N 1.959 -3.110 -1.260 0.34 -0.10 -0.29
H -0.122 -5.645 -1.842 0.03 -0.02 -0.02
H 2.047 -6.678 -2.622 -0.01 0.01 0.00
H 4.131 -5.311 -2.498 -0.02 -0.01 0.00
H 3.992 -2.992 -1.593 0.01 0.02 -0.01
F 6.098 -2.164 0.860 0.07 -0.01 -0.04
C 5.144 -1.955 1.776 0.00 0.00 -0.14
F 5.208 -2.914 2.684 0.03 -0.03 0.05
F 5.370 -0.779 2.363 0.05 0.06 0.04
C 3.764 -1.925 1.102 -0.31 0.29 -0.32
O 2.833 -2.585 1.523 0.08 -0.03 0.08
O 3.659 -1.117 0.080 -0.02 -0.42 0.35
Br 0.763 -1.490 -3.938 -0.10 -0.06 0.08
C 2.463 -0.698 -3.734 0.04 0.07 0.13
C 3.176 -0.411 -4.884 0.08 0.06 -0.07
C 4.390 0.236 -4.745 0.01 -0.01 -0.08
C 4.832 0.577 -3.476 0.04 0.04 0.01
C 4.056 0.234 -2.389 -0.18 -0.07 0.07
N 2.884 -0.416 -2.506 0.01 -0.15 -0.36
H 2.778 -0.677 -5.852 0.00 0.00 0.02
H 4.977 0.481 -5.621 -0.01 0.00 0.03
H 5.765 1.103 -3.324 -0.03 -0.02 0.00
H 4.361 0.476 -1.382 0.01 -0.02 0.03